[1]
Formula: C24H72O24
Source: OMol25
Level of theory: wB97M-V/def2-TZVPD

Calculated values
Gap between HOMO and LUMO = 9.36 eV
SMILES string = OCCO.OCCO.OCCO.OCCO.OCCO.OCCO.OCCO.OCCO.OCCO.OCCO.OCCO.OCCO
Energy relative to the best compared isomer or geometry (same formula, charge and spin) = 77.3 kcal/mol
Highest occupied orbital energy = -9.355 eV
Calculated total energy = -2763.106947 hartree

```
120
Properties=species:S:1:pos:R:3:mulliken_charge:R:1
O -0.239 1.586 4.615 -0.472
C -1.499 1.386 5.217 -0.374
C -2.476 0.931 4.111 -0.387
O -2.568 1.867 3.024 -0.329
H -0.333 1.942 3.729 0.227
H -1.270 0.611 5.949 0.362
H -1.810 2.322 5.680 0.229
H -3.443 0.721 4.567 0.494
H -2.180 -0.038 3.707 0.080
H -3.263 2.498 3.228 0.171
O -0.811 -3.430 1.233 -0.397
C -0.203 -3.702 2.545 -0.039
C -1.366 -4.263 3.468 -0.625
O -2.365 -3.309 3.711 -0.558
H -0.094 -3.097 0.688 0.062
H 0.612 -4.392 2.326 0.310
H 0.251 -2.782 2.914 0.149
H -1.039 -4.584 4.457 0.367
H -1.848 -5.138 3.032 0.281
H -2.572 -2.849 2.894 0.299
O -7.106 1.929 -0.622 -0.536
C -6.221 2.844 -1.116 -0.439
C -5.227 3.362 0.021 -0.636
O -4.371 2.368 0.419 -0.069
H -7.525 1.486 -1.364 0.322
H -5.744 2.334 -1.952 0.309
H -6.814 3.666 -1.518 0.392
H -5.774 3.836 0.836 0.441
H -4.639 4.198 -0.358 0.275
H -3.883 2.015 -0.329 0.034
O 2.775 -5.724 -0.433 -0.550
C 3.351 -4.550 -0.909 -0.651
C 2.270 -3.364 -0.754 -0.129
O 2.212 -3.019 0.643 -0.293
H 3.417 -6.377 -0.145 0.311
H 4.335 -4.369 -0.476 0.449
H 3.481 -4.675 -1.984 0.297
H 1.287 -3.620 -1.148 0.188
H 2.561 -2.465 -1.297 0.254
H 3.079 -3.214 1.007 0.225
O 2.964 2.628 -1.948 -0.588
C 3.558 3.774 -1.256 0.034
C 3.718 4.963 -2.191 -0.506
O 4.527 5.953 -1.549 -0.527
H 2.039 2.718 -1.707 0.407
H 2.976 4.083 -0.388 -0.102
H 4.444 3.390 -0.750 0.514
H 2.757 5.361 -2.518 0.207
H 4.127 4.667 -3.157 0.328
H 4.670 6.716 -2.114 0.287
O -1.294 1.566 0.612 0.708
C -0.217 0.707 0.913 -0.310
C 0.322 0.062 -0.401 0.144
O -0.635 -0.845 -1.058 -0.132
H -1.877 1.657 1.369 -0.296
H 0.543 1.307 1.413 0.004
H -0.498 -0.024 1.671 0.315
H 1.231 -0.527 -0.277 -0.244
H 0.569 0.878 -1.080 0.363
H -0.279 -1.068 -1.921 0.030
O -1.717 -1.755 -4.452 -0.606
C -2.992 -2.397 -4.160 0.538
C -2.842 -3.886 -3.834 -0.694
O -2.720 -4.548 -5.071 -0.653
H -1.883 -0.856 -4.746 0.268
H -3.249 -1.864 -3.245 -0.403
H -3.788 -2.204 -4.880 0.401
H -3.786 -4.188 -3.381 0.371
H -2.041 -4.131 -3.137 0.341
H -1.778 -4.701 -5.181 0.515
O 5.331 3.016 1.925 -0.555
C 4.329 3.621 2.777 -0.818
C 3.109 2.794 2.971 0.251
O 3.380 1.763 3.865 -0.613
H 5.421 2.124 2.267 0.338
H 4.818 3.745 3.744 0.401
H 4.082 4.647 2.504 0.420
H 2.773 2.285 2.068 -0.197
H 2.274 3.383 3.351 0.354
H 3.187 0.928 3.432 0.450
O 0.606 -3.140 -3.536 -0.169
C 1.467 -3.578 -4.568 -0.511
C 1.045 -4.986 -4.915 -0.399
O -0.198 -5.139 -5.462 -0.506
H -0.226 -2.861 -3.925 0.007
H 1.249 -2.918 -5.407 0.328
H 2.500 -3.445 -4.246 0.367
H 1.151 -5.655 -4.061 0.249
H 1.677 -5.325 -5.736 0.366
H -0.272 -5.849 -6.104 0.258
O -1.631 6.224 0.333 -0.591
C -1.237 4.876 0.210 -0.254
C -0.195 4.592 -0.862 -0.399
O 0.293 3.215 -0.953 -0.477
H -0.923 6.585 0.872 0.379
H -0.765 4.501 1.118 0.296
H -2.152 4.317 0.010 0.009
H 0.652 5.240 -0.636 0.273
H -0.500 4.876 -1.869 0.286
H -0.232 2.618 -0.414 0.128
O -4.923 -0.252 1.683 -0.620
C -4.061 -1.118 0.997 0.302
C -4.188 -0.947 -0.492 -0.582
O -3.367 0.055 -1.066 -0.711
H -4.689 0.622 1.361 0.429
H -3.031 -1.180 1.351 -0.463
H -4.412 -2.126 1.221 0.564
H -5.263 -0.819 -0.619 0.427
H -3.874 -1.867 -0.985 0.149
H -2.479 -0.100 -0.738 0.141
O 3.284 -0.588 2.207 -0.434
C 4.191 -0.355 1.176 0.430
C 5.714 -0.620 1.631 -0.610
O 6.190 0.509 2.335 -0.512
H 3.389 -1.501 2.484 0.235
H 3.970 -1.063 0.377 -0.138
H 3.941 0.648 0.832 0.027
H 6.371 -0.941 0.822 0.331
H 5.736 -1.416 2.375 0.340
H 6.692 0.227 3.103 0.268
```



[2]
Formula: C24H72O24
Source: OMol25
Level of theory: wB97M-V/def2-TZVPD

Calculated values
Gap between HOMO and LUMO = 9.80 eV
SMILES string = OCCO.OCCO.OCCO.OCCO.OCCO.OCCO.OCCO.OCCO.OCCO.OCCO.OCCO.OCCO
Energy relative to the best compared isomer or geometry (same formula, charge and spin) = 69.1 kcal/mol
Highest occupied orbital energy = -9.612 eV
Calculated total energy = -2763.120006 hartree

```
120
Properties=species:S:1:pos:R:3:mulliken_charge:R:1
O -2.371 -0.155 4.683 -0.570
C -1.745 -1.392 4.382 0.124
C -1.089 -2.021 5.613 -0.498
O -0.173 -1.122 6.224 -0.591
H -1.693 0.526 4.808 0.380
H -2.493 -2.118 4.056 0.411
H -1.000 -1.212 3.600 -0.203
H -0.520 -2.892 5.255 0.278
H -1.807 -2.405 6.334 0.362
H 0.441 -0.915 5.504 0.299
O -0.702 -0.480 -4.920 -0.601
C -1.156 0.808 -5.385 -0.648
C -2.243 1.333 -4.462 0.300
O -3.438 0.602 -4.626 -0.570
H -1.417 -1.126 -4.998 0.296
H -0.224 1.380 -5.336 0.276
H -1.456 0.787 -6.434 0.337
H -2.476 2.360 -4.755 0.449
H -1.895 1.327 -3.426 -0.313
H -3.351 -0.210 -4.103 0.559
O 0.236 3.585 -2.397 -0.494
C 1.277 4.308 -1.734 -0.480
C 2.556 3.466 -1.607 -0.507
O 2.345 2.100 -1.227 0.117
H 0.427 3.518 -3.338 0.265
H 1.514 5.203 -2.312 0.515
H 0.894 4.596 -0.758 0.082
H 3.186 3.932 -0.850 0.396
H 3.068 3.455 -2.573 0.306
H 1.726 1.732 -1.879 -0.149
O -3.339 0.582 -1.176 -0.209
C -4.334 0.743 -0.174 -0.199
C -5.683 0.609 -0.884 -0.478
O -5.888 1.512 -1.925 -0.581
H -2.521 1.059 -0.934 0.154
H -4.171 0.108 0.699 0.342
H -4.316 1.775 0.198 0.122
H -6.440 0.780 -0.114 0.429
H -5.814 -0.444 -1.166 0.181
H -5.107 1.536 -2.495 0.337
O -0.896 2.143 5.543 -0.482
C -0.787 3.146 4.555 0.032
C 0.079 4.299 5.032 -0.650
O -0.751 5.158 5.825 -0.543
H -1.526 2.416 6.219 0.278
H -0.177 2.741 3.743 -0.151
H -1.711 3.518 4.115 0.518
H 0.607 4.846 4.245 0.379
H 0.903 3.952 5.669 0.332
H -0.483 6.067 5.670 0.308
O 3.280 1.290 -3.951 -0.540
C 4.459 0.500 -3.859 -0.626
C 4.374 -0.434 -2.658 -0.112
O 4.413 0.191 -1.375 -0.626
H 2.493 0.764 -3.749 0.292
H 4.585 -0.073 -4.780 0.335
H 5.285 1.187 -3.680 0.326
H 5.303 -1.011 -2.667 0.389
H 3.537 -1.135 -2.714 0.136
H 3.759 0.919 -1.269 0.434
O 3.201 -1.804 1.912 -0.392
C 2.782 -3.094 1.486 -0.633
C 1.307 -3.246 1.836 -0.354
O 0.411 -2.634 0.932 -0.657
H 4.115 -1.826 2.214 0.263
H 2.875 -3.295 0.415 0.105
H 3.304 -3.875 2.046 0.562
H 1.127 -2.985 2.883 0.025
H 1.118 -4.326 1.804 0.547
H 0.609 -1.679 1.017 -0.348
O -3.056 -1.533 -2.841 -0.311
C -3.214 -2.711 -2.084 0.020
C -3.222 -3.981 -2.887 -0.816
O -1.910 -4.144 -3.443 -0.452
H -3.100 -0.820 -2.174 0.281
H -2.402 -2.881 -1.366 0.059
H -4.141 -2.685 -1.498 0.263
H -3.880 -3.913 -3.754 0.307
H -3.418 -4.848 -2.255 0.345
H -1.335 -4.164 -2.652 0.240
O 0.159 -3.786 -1.675 -0.347
C 1.259 -4.657 -1.869 0.182
C 0.897 -5.735 -2.842 -0.887
O 0.841 -5.204 -4.167 -0.591
H 0.143 -3.256 -0.858 0.153
H 2.172 -4.183 -2.245 0.093
H 1.535 -5.068 -0.889 0.200
H -0.074 -6.201 -2.653 0.287
H 1.632 -6.538 -2.877 0.406
H 0.035 -4.691 -4.302 0.392
O 0.908 0.169 -2.753 -0.538
C 0.327 -0.759 -1.816 0.745
C 0.919 -0.767 -0.429 -0.836
O 2.123 -1.554 -0.341 0.371
H 0.405 -0.046 -3.560 0.185
H -0.735 -0.526 -1.657 -0.630
H 0.268 -1.716 -2.346 0.896
H 0.208 -1.186 0.283 0.562
H 1.167 0.215 -0.025 0.732
H 2.856 -1.105 -0.780 -0.279
O 3.906 1.118 5.444 -0.564
C 3.409 1.152 4.116 -0.315
C 2.036 0.531 4.028 0.044
O 2.037 -0.902 4.225 -0.557
H 3.348 0.539 5.972 0.328
H 3.247 2.223 3.938 0.329
H 4.093 0.775 3.348 0.293
H 1.539 0.790 3.091 -0.333
H 1.439 0.896 4.868 0.491
H 2.715 -1.238 3.598 0.335
O -1.381 4.994 0.747 -0.564
C -1.573 3.686 1.302 -0.037
C -0.623 2.605 0.803 0.433
O -1.071 1.948 -0.371 -0.114
H -2.030 5.593 1.122 0.312
H -1.512 3.821 2.389 -0.217
H -2.625 3.405 1.168 0.221
H -0.508 1.974 1.687 -0.151
H 0.327 3.070 0.542 0.120
H -0.538 2.344 -1.086 -0.460
```



The lowest energy relative to the best compared isomer or geometry (same formula, charge and spin) belongs to which entry? number 2



The lowest highest occupied orbital energy belongs to which entry? number 2



What is the energy relative to the best compared isomer or geometry (same formula, charge and spin) in the first record? 77.3 kcal/mol